138
Properties=species:S:1:pos:R:3:lowdin_charge:R:1 method="wB97M-V/def2-TZVPD" multiplicity=1 homo_energy_ev=-10.04 homo_lumo_gap_ev=6.838 energy_ev=-213727.571 total_charge=+1
C 5.37 2.55 0.16 -0.102
C 5.71 1.34 1.02 -0.249
C 5.69 0.00 0.28 -0.175
C 4.51 -0.24 -0.64 -0.186
O 3.32 -0.64 0.05 -0.059
O 2.76 0.58 0.59 0.047
C 1.50 0.29 0.97 -0.450
O 1.01 0.81 1.90 0.211
C 0.74 -0.71 0.15 -0.021
C 0.25 -1.80 0.85 0.100
C -0.50 -2.77 0.20 -0.136
C -1.08 -3.91 0.99 -0.132
C -2.34 -3.40 1.73 -0.748
C -3.62 -3.79 1.00 -0.119
Br -2.35 -3.96 3.58 0.750
N -0.70 -2.65 -1.12 0.026
O -1.43 -3.58 -1.81 -0.035
C -0.72 -4.85 -2.02 -0.170
C 0.77 -4.76 -1.95 -0.047
C -0.23 -1.61 -1.86 -0.060
C -0.55 -1.56 -3.31 0.026
B 0.61 -2.00 -4.31 -0.641
O 0.21 -2.78 -5.35 0.197
O 1.96 -1.68 -4.16 0.144
C 0.50 -0.59 -1.22 -0.050
C 0.95 0.62 -1.99 -0.095
C -0.20 1.67 -2.04 -0.166
C -0.31 2.55 -0.80 -0.194
C -1.24 3.75 -0.99 -0.184
C -0.86 4.67 -2.19 -0.258
N -2.03 4.94 -3.05 0.002
H 4.36 2.51 -0.23 0.054
H 6.08 2.62 -0.66 0.080
H 5.48 3.46 0.74 0.077
H 5.00 1.28 1.85 0.103
H 6.70 1.49 1.46 0.108
H 6.58 -0.08 -0.35 0.120
H 5.72 -0.81 1.00 0.113
H 4.30 0.60 -1.30 0.119
H 4.73 -1.09 -1.28 0.123
H 0.40 -1.89 1.91 0.153
H -0.33 -4.19 1.72 0.108
H -1.36 -4.73 0.36 0.098
H -2.31 -2.32 1.75 0.080
H -4.48 -3.57 1.62 0.072
H -3.67 -3.23 0.07 0.081
H -3.59 -4.85 0.78 0.086
H -1.00 -5.17 -3.02 0.115
H -1.07 -5.63 -1.36 0.115
H 1.15 -4.51 -0.96 0.054
H 1.15 -5.75 -2.15 0.080
H 1.23 -4.10 -2.68 0.082
H -0.84 -0.54 -3.57 0.118
H -1.40 -2.18 -3.55 0.118
H 0.89 -2.84 -6.03 0.121
H 2.24 -1.05 -4.85 0.118
H 1.81 1.08 -1.53 0.111
H 1.22 0.39 -3.01 0.102
H -0.14 2.25 -2.95 0.108
H -1.13 1.11 -2.11 0.102
H 0.68 2.86 -0.49 0.121
H -0.74 1.93 -0.01 0.099
H -1.14 4.36 -0.09 0.078
H -2.28 3.45 -1.02 0.104
H -0.05 4.25 -2.78 0.091
H -0.52 5.61 -1.79 0.083
H -2.69 5.44 -2.46 0.056
H -2.49 4.05 -3.23 0.006
C 4.79 -4.25 -0.57 -0.269
S 4.14 -5.83 -0.04 0.819
O 2.73 -5.60 0.38 -0.561
C 5.12 -5.94 1.46 -0.262
H 4.28 -3.96 -1.49 0.046
H 4.61 -3.50 0.20 0.049
H 5.86 -4.34 -0.77 0.059
H 4.92 -5.08 2.10 0.060
H 6.17 -5.99 1.20 0.058
H 4.83 -6.85 1.98 0.054
C -0.54 9.43 0.83 -0.275
S -1.85 8.23 0.59 0.810
O -1.20 6.91 0.29 -0.565
C -2.45 8.89 -0.97 -0.263
H -0.01 9.18 1.74 0.021
H 0.14 9.40 -0.02 0.065
H -0.98 10.42 0.94 0.053
H -1.64 8.89 -1.70 0.060
H -2.82 9.90 -0.81 0.056
H -3.25 8.25 -1.32 0.047
C 0.81 -4.70 7.74 -0.271
S -0.25 -5.85 6.87 0.784
O 0.04 -7.20 7.41 -0.542
C 0.59 -5.72 5.29 -0.297
H 0.49 -4.66 8.78 0.051
H 1.84 -5.04 7.69 0.057
H 0.71 -3.71 7.29 0.052
H 1.64 -6.00 5.41 0.057
H 0.50 -4.70 4.92 0.022
H 0.11 -6.41 4.60 0.046
C -0.42 10.98 6.01 -0.268
S -0.14 10.05 4.50 0.804
O -0.50 10.94 3.37 -0.557
C -1.52 8.91 4.73 -0.257
H 0.31 11.78 6.05 0.051
H -1.43 11.40 6.00 0.060
H -0.29 10.32 6.87 0.054
H -2.45 9.47 4.80 0.065
H -1.35 8.32 5.63 0.056
H -1.56 8.25 3.86 0.034
C -3.85 -0.09 -4.66 -0.270
S -4.33 1.62 -4.36 0.849
O -3.34 2.14 -3.38 -0.560
C -5.83 1.25 -3.46 -0.261
H -2.89 -0.07 -5.18 0.045
H -3.74 -0.59 -3.70 0.051
H -4.59 -0.60 -5.28 0.059
H -5.60 0.63 -2.59 0.058
H -6.53 0.73 -4.12 0.058
H -6.26 2.19 -3.13 0.055
C 1.89 -8.49 -4.69 -0.267
S 0.12 -8.21 -4.64 0.826
O -0.18 -7.56 -3.33 -0.557
C -0.35 -9.94 -4.48 -0.264
H 2.38 -7.53 -4.75 0.047
H 2.20 -9.02 -3.79 0.061
H 2.14 -9.08 -5.58 0.057
H 0.11 -10.36 -3.59 0.062
H -0.04 -10.48 -5.37 0.058
H -1.43 -9.98 -4.39 0.053
C -2.37 3.76 2.68 -0.263
S -4.11 3.95 2.27 0.789
O -4.68 4.94 3.21 -0.547
C -4.62 2.32 2.84 -0.274
H -1.86 4.69 2.43 0.043
H -2.27 3.55 3.74 0.060
H -1.94 2.94 2.09 0.039
H -4.37 2.21 3.90 0.057
H -4.12 1.56 2.25 0.044
H -5.70 2.25 2.71 0.047